Record 1
Entry from the OMol25 dataset: an isolated molecule of C34H40N4O3 (ωB97M-V with the def2-TZVPD basis set).

## Properties
structure (SMILES): CN(C)c1ccc([C@@H](/C=C/N2[C@H](Cc3ccccc3)C(=O)N(C)C2(C)C)N2C(=O)OC[C@H]2Cc2ccccc2)cc1
HOMO-LUMO gap: 7.84 eV
E_HOMO: -7.29 eV
largest force on an atom: 4.3 eV/Å

Geometry (Å):
O  3.1635  -0.5950  0.6553
O  -1.6736  2.8452  -4.5407
O  2.7416  -2.7218  -0.1040
N  -0.6827  3.3844  -2.5238
N  2.7373  0.7870  6.5106
N  1.1022  -1.6593  1.0129
N  -0.4909  1.3630  -1.5827
C  0.0912  0.5549  -6.3208
C  0.4062  -0.5752  1.4955
C  -0.6999  3.3516  -0.0650
C  -2.6419  -4.2896  0.2085
C  -2.1627  -1.0849  -6.5434
C  2.2869  -0.8227  4.7721
C  0.9463  -0.1894  2.8680
C  -4.0632  -1.9180  0.5870
C  1.4320  2.8926  -1.3556
C  0.3444  0.5251  0.4915
C  2.4219  -1.5526  0.5219
C  -4.6320  -2.9578  -0.1551
C  1.6078  -3.6235  -0.0330
C  -1.5899  -0.8503  -5.2887
C  -0.3419  0.3680  -0.6644
C  -0.1006  2.7542  -1.3492
C  4.0290  0.2343  6.8759
C  -0.6671  4.8112  -2.7289
C  0.0772  0.3163  -3.8008
C  0.4109  -2.7954  0.4132
C  2.1083  0.4651  5.3382
C  -2.8092  -2.0858  1.1901
C  -0.6096  -3.4033  1.4034
C  1.2689  1.3933  4.6641
C  -2.0583  -3.2484  0.9429
C  -0.4866  0.3309  -7.5721
C  1.6478  -1.1542  3.5908
C  -3.9304  -4.1576  -0.3127
C  -1.1476  2.5223  -3.4791
C  0.7154  1.0728  3.4271
C  -0.4793  -0.0067  -5.1734
C  -0.9252  1.1017  -2.9497
C  -1.6171  -0.4893  -7.6874
C  2.2379  1.8162  7.3952
H  -5.6161  -2.8345  -0.6101
H  -1.7745  3.5220  -0.2119
H  4.8609  0.8900  6.5478
H  1.9093  2.0957  -0.7778
H  0.1023  1.7994  2.8829
H  1.4477  -4.0774  -1.0205
H  0.9976  0.9164  -3.8919
H  -0.8494  -0.5717  -0.9202
H  1.7990  2.8366  -2.3898
H  -2.0124  -1.3012  -4.3855
H  4.0598  0.1573  7.9704
H  1.7283  -2.1744  3.2177
H  -0.0553  0.8042  -8.4557
H  -0.1187  -2.4517  -0.5001
H  1.1484  1.7346  7.4974
H  -4.5950  -0.9738  0.7150
H  -0.4752  -2.9310  2.3889
H  0.3283  -0.6134  -3.2654
H  -1.3038  5.3160  -1.9933
H  -2.0710  -5.2098  0.0695
H  0.9707  1.1961  -6.2123
H  -3.0395  -1.7303  -6.6208
H  1.7076  3.8642  -0.9252
H  1.8348  -4.4309  0.6793
H  0.3496  5.2065  -2.6225
H  -0.1981  4.3023  0.1595
H  2.4742  2.8276  7.0354
H  2.9097  -1.5658  5.2614
H  1.1049  2.3876  5.0824
H  -2.0702  -0.6619  -8.6653
H  -1.0393  5.0257  -3.7318
H  4.1938  -0.7538  6.4324
H  -0.3569  -4.4721  1.4953
H  0.8994  1.4343  0.7161
H  -4.3785  -4.9950  -0.8457
H  -1.8969  0.5729  -2.9243
H  -2.4320  -1.3147  1.8674
H  -0.5786  2.6831  0.7895
H  2.7062  1.6663  8.3742
H  -0.6382  -0.8847  1.6538

Atom charges from the Löwdin analysis, given in e for atoms 1 to 2:
1. O 0.125
2. O 0.072


Record 2
Entry from the OMol25 dataset: a structure of composition C32H39BCaN4O5Se2 (ωB97M-V with the def2-TZVPD basis set).

## Properties
energy relative to the best compared isomer or geometry (same formula, charge and spin): 106.2 kJ/mol
HOMO-LUMO gap (spin up / spin down): 7.18 / 5.19 eV
E_HOMO (spin up / spin down): -7.33 / -5.43 eV
largest force on an atom: 3.1 eV/Å

Geometry (Å):
Se  -1.4623  2.3028  -0.0812
Se  -0.3396  2.7886  2.1610
Ca  -2.0044  -0.5694  0.7523
O  0.9559  2.1274  -3.7847
O  -0.5675  -0.6649  2.9100
O  1.0362  0.6807  -5.5750
O  1.4203  -2.8566  1.5795
O  -0.5744  -2.2058  0.6885
N  -0.6148  -0.4790  -2.3851
N  -3.6170  1.1314  1.0983
N  1.4404  0.6820  1.8554
N  -3.1616  -1.3676  -1.2059
C  -1.3606  -1.6331  -2.8943
C  -2.9996  -4.5320  4.8632
C  2.6660  0.1678  1.5579
C  0.7540  3.9191  -5.4635
C  2.1348  -3.2093  4.0266
C  -5.1820  3.4443  1.2278
C  -0.9318  -4.2311  3.5932
C  -3.2328  -3.1486  4.7732
C  -2.2957  -2.3273  4.1340
C  2.1069  2.1202  -7.4352
C  1.2275  -1.2352  5.0382
C  1.9463  2.5793  0.4546
C  3.2836  2.2214  0.5127
C  -0.0436  -1.9550  3.0907
C  3.0411  -3.3153  5.0636
C  2.1862  -1.3195  6.0269
C  3.3740  1.0873  -5.6275
C  3.6267  0.9542  0.9473
C  1.0998  1.8822  1.3432
C  -3.3071  2.1877  0.3940
C  -4.7365  1.1799  1.8684
C  0.2684  -2.3941  1.6262
C  -4.1455  3.3552  0.3207
C  2.0632  1.7092  -5.9070
C  2.8745  3.5181  -4.1580
C  3.0224  -2.4031  6.1269
C  1.6644  2.8880  -4.8575
C  -1.1030  -2.8406  3.6172
C  -2.2964  -2.3108  -1.9265
C  -1.8434  -5.0512  4.2398
C  -5.4544  2.3571  2.0630
C  1.2080  -2.1081  3.9939
B  0.5775  0.9980  -4.3349
H  -3.6134  -5.1442  5.4974
H  -4.0394  -1.8431  -0.8369
H  -2.4888  -1.2576  4.1489
H  2.2695  -0.4703  6.7098
H  3.7493  -4.1213  5.0840
H  3.5417  0.3112  -6.3855
H  2.5414  1.2826  -8.0172
H  4.6646  0.6437  0.9210
H  4.2208  1.7783  -5.7862
H  0.4362  4.6043  -4.7106
H  0.4306  -0.5006  5.0797
H  2.7679  -0.8968  1.8346
H  -5.8430  4.3127  1.3102
H  -1.9019  -1.3286  -3.8032
H  3.4512  0.6721  -4.5848
H  2.2075  -4.0220  3.2852
H  3.4294  4.1341  -4.8977
H  3.6491  -2.4050  7.0591
H  -6.2598  2.4125  2.7593
H  -0.0011  -4.6268  3.1557
H  -4.1350  -2.7959  5.1864
H  -1.6579  -2.8527  -1.2582
H  3.5420  2.7993  -3.7416
H  -2.9599  -2.9652  -2.4620
H  -4.9428  0.2846  2.4893
H  -3.4368  -0.5798  -1.8158
H  0.1675  -0.0043  2.6218
H  2.5137  4.2026  -3.3844
H  -0.6638  -2.4536  -3.2688
H  1.1870  2.5062  -7.8606
H  -0.0239  3.4886  -6.0305
H  2.9191  2.8791  -7.3560
H  -1.6617  -6.1232  4.1656
H  4.0699  2.8680  0.0912
H  1.5725  3.4926  -0.0420
H  -3.8097  4.1588  -0.3175
H  1.3890  4.4399  -6.1815
H  -0.1184  -0.1900  -3.2538
H  0.1333  -0.8146  -1.7163

Atom charges from the Löwdin analysis, given in e for atoms 1 to 2:
1. Se 0.584
2. Se 0.596


Record 3
Entry from the OMol25 dataset: a cluster of 2 separate species, C4H14N3O in total (ωB97M-V with the def2-TZVPD basis set).

## Properties
energy relative to the best compared isomer or geometry (same formula, charge and spin): 290.2 kJ/mol
HOMO-LUMO gap: 9.02 eV
E_HOMO: -12.79 eV
largest force on an atom: 0.9 eV/Å
charge: +1

Geometry (Å):
O  -2.2520  0.2109  3.0361
N  1.0080  0.7134  -3.2001
N  -1.5728  0.1810  0.5402
N  1.8443  -0.2760  -1.1229
C  1.3615  -1.6460  -1.1339
C  0.9306  0.6659  -1.7533
C  -0.4451  0.1836  1.5120
C  -1.0616  0.2850  2.9050
H  0.7817  -0.1769  -3.6273
H  -1.4823  0.8711  -0.2087
H  -0.1326  0.4391  -1.5621
H  1.1626  1.6753  -1.4079
H  0.3744  -1.7770  -0.6489
H  2.0283  0.0210  -0.1700
H  1.2581  -1.9901  -2.1629
H  0.0660  -0.7780  1.4556
H  -2.4625  0.3357  1.0506
H  -1.6904  -0.7373  0.0997
H  -0.3618  0.4075  3.7426
H  2.0687  -2.3133  -0.6466
H  0.2500  0.9925  1.3038
H  1.9711  0.9031  -3.4628

Atom charges from the Löwdin analysis, given in e for atoms 1 to 2:
1. O 0.098
2. N 0.022


Record 4
Entry from the OMol25 dataset: a cluster of 5 separate species, C35H41F9O17SSi in total (ωB97M-V with the def2-TZVPD basis set).

## Properties
structure (SMILES): C[Si](C)(C)c1cc(CCC(F)(F)C(F)(F)C(F)(F)C(F)(F)F)c2c(c1)C(=O)C(CCCCS(=O)(=O)O)=CC2=O.O=C1OCCO1.O=C1OCCO1.O=C1OCCO1.O=C1OCCO1
HOMO-LUMO gap: 8.84 eV
E_HOMO: -9.51 eV
largest force on an atom: 2.4 eV/Å

Geometry (Å):
S  -0.3036  -5.3882  -5.0536
Si  2.6450  3.4704  -0.9726
F  -3.1331  0.4564  1.3410
F  -3.3452  2.5187  -0.2926
F  -1.9063  4.6934  0.1730
F  -3.7350  1.6145  3.0555
F  -3.8338  5.2352  -0.6734
F  -5.0886  2.1712  0.9159
F  -5.1671  4.5186  1.3841
F  -3.0587  6.3025  1.0376
F  -3.4440  4.3146  2.6622
O  -0.4074  -3.9603  -4.9524
O  2.2919  -8.7567  -3.1379
O  0.0933  3.2919  6.9241
O  1.8458  -10.8233  -3.9151
O  -1.4818  2.8589  5.4084
O  1.8067  -9.0840  -5.3091
O  1.3727  8.1605  -2.6032
O  0.4371  -5.7484  -6.4193
O  0.3736  1.5878  5.4803
O  -1.5712  -6.0501  -5.0244
O  -0.5128  6.9684  -2.2951
O  -0.5227  -3.3697  6.7282
O  0.0369  -2.0229  2.4513
O  -0.6335  9.0263  -3.1541
O  -2.1452  -1.8322  6.5976
O  -2.4459  -3.6726  7.8656
O  3.1912  -2.0616  -1.2024
C  0.3977  0.7847  1.3095
C  1.7109  -10.2500  -6.1334
C  1.2861  -11.3096  -5.1407
C  -0.6511  0.9250  2.3980
C  0.8059  -3.7322  -1.9452
C  0.0710  -2.7558  0.2029
C  -3.8813  4.1269  1.4101
C  1.7094  -0.4553  -0.2168
C  0.9485  -2.7704  -0.7954
C  -0.8256  4.3891  6.9835
C  2.2789  0.6661  -0.7309
C  1.9335  -4.7773  -2.0292
C  0.2595  -1.7524  1.2819
C  -0.9912  -1.2550  5.9748
C  2.0106  -9.4878  -4.0318
C  0.7876  -0.4304  0.8002
C  -1.9019  7.3081  -2.3182
C  -2.0519  3.8213  6.3033
C  3.3049  4.5957  0.3946
C  -0.2728  2.4933  5.8994
C  3.9710  3.0041  -2.2264
C  0.9814  1.9011  0.7707
C  1.9065  1.8919  -0.2323
C  1.9768  -5.3909  -3.4427
C  0.1938  8.0628  -2.6777
C  -1.9379  8.4590  -3.2990
C  -3.1444  5.1038  0.4605
C  1.2609  4.3016  -1.9519
C  -1.6031  2.0939  2.1483
C  -1.7703  -3.0234  7.1379
C  -3.0338  1.6815  1.8928
C  -0.1374  -2.4530  5.6947
C  0.6679  -6.1153  -3.7702
C  -3.8290  2.6267  0.9575
C  2.0704  -1.7906  -0.7879
H  -2.4997  6.4578  -2.6365
H  0.5274  3.5885  -2.3246
H  -1.2947  2.7335  1.3298
H  0.2022  -11.3707  -5.0315
H  -2.2095  7.6042  -1.3131
H  -2.6214  4.5669  5.7543
H  -1.1691  -0.0244  2.4449
H  2.9638  5.6160  0.2723
H  0.9268  -2.2375  5.7489
H  2.8228  -6.0587  -3.5419
H  0.1900  -5.0217  -7.0108
H  -0.5204  -0.5612  6.6728
H  1.6811  4.8063  -2.8194
H  3.0026  0.5533  -1.5213
H  -2.7042  9.1940  -3.0665
H  -1.2595  -0.7207  5.0670
H  1.6763  -12.2962  -5.3758
H  2.1700  -4.5574  -4.1173
H  0.9303  -7.1027  -4.1297
H  4.3881  4.5563  0.4393
H  -0.3984  5.2344  6.4412
H  0.8441  -3.1468  -2.8597
H  4.8279  2.4982  -1.7916
H  -1.6289  2.7022  3.0440
H  -0.1420  1.0320  3.3524
H  4.2702  3.8665  -2.8127
H  0.9897  -10.0980  -6.9320
H  3.4921  2.3298  -2.9375
H  -0.1439  -4.2435  -1.8364
H  2.6901  -10.4527  -6.5701
H  1.7664  -5.6050  -1.3406
H  -2.7166  3.3046  6.9970
H  -2.0642  8.1255  -4.3306
H  0.0433  -6.2873  -2.9060
H  2.8875  -4.3277  -1.7815
H  -1.0065  4.6827  8.0139
H  0.7377  5.0410  -1.3531
H  -0.3629  -2.8960  4.7251
H  2.9403  4.1886  1.3360
H  -0.7574  -3.4441  0.2320
H  0.6690  2.8638  1.1590

Atom charges from the Löwdin analysis, given in e for atoms 1 to 2:
1. S 0.586
2. Si 0.586


Record 5
Entry from the OMol25 dataset: an isolated molecule of C4H8O2 (ωB97M-V with the def2-TZVPD basis set).

## Properties
energy relative to the best compared isomer or geometry (same formula, charge and spin): 183.3 kJ/mol
structure (SMILES): C[C@@]1(O)C[C@H]1O
HOMO-LUMO gap: 10.54 eV
E_HOMO: -9.68 eV
largest force on an atom: 0.5 eV/Å

Geometry (Å):
O  -0.5943  1.7891  0.7740
O  -0.7627  -1.3718  -1.0298
C  -0.9578  0.4621  0.5624
C  1.1126  0.2429  -0.9548
C  -0.0673  -0.4147  -0.2777
C  -0.0920  -0.5754  1.2137
H  -2.0273  0.2499  0.5128
H  2.0836  -0.1669  -0.6607
H  -0.5759  -1.4504  1.6399
H  0.9938  0.1435  -2.0347
H  0.7674  -0.2100  1.7643
H  1.1615  1.3120  -0.7066
H  -0.4896  -2.2405  -0.7135
H  -0.5519  2.2301  -0.0894

Atom charges from the Löwdin analysis, given in e for atoms 1 to 2:
1. O -0.017
2. O 0.013


Record 6
Entry from the OMol25 dataset: the ion C9H11O4S with charge -1 (ωB97M-V with the def2-TZVPD basis set).

## Properties
energy relative to the best compared isomer or geometry (same formula, charge and spin): 67.1 kJ/mol
structure (SMILES): CC/C(O)=C(/O)O[C@@H]1SC=C/C1=C\[O-]
HOMO-LUMO gap: 6.05 eV
E_HOMO: -2.96 eV
largest force on an atom: 5.0 eV/Å
charge: -1

Geometry (Å):
S  -0.9256  -2.2641  2.2688
O  -1.1859  0.0071  1.1216
O  -2.4681  1.3197  -0.3986
O  0.0762  -2.0604  -2.6178
O  -0.3981  2.5706  -1.2492
C  -0.3870  -1.8373  -0.2962
C  1.2466  1.0839  -0.0488
C  -0.6801  -1.7044  -1.6787
C  -0.1191  1.4853  -0.4498
C  -1.3164  -1.4452  0.7863
C  -1.1874  0.8160  0.0647
C  0.7295  -2.6284  1.6233
C  2.0373  2.4616  0.2360
C  0.7799  -2.3615  0.2738
H  2.7577  2.2515  1.1958
H  1.6478  -2.5068  -0.4627
H  -1.3215  2.4156  -1.3909
H  2.5015  2.7160  -0.7251
H  1.2984  3.2283  0.5577
H  -1.6622  -1.2272  -1.9239
H  -2.3935  -1.5788  0.5169
H  1.0714  0.6010  0.8399
H  1.4372  -2.7164  2.4296
H  1.6754  0.5032  -0.7792
H  -3.2139  0.8706  0.1066

Atom charges from the Löwdin analysis, given in e for atoms 1 to 2:
1. S 0.889
2. O -0.093